[1]
Molecular formula: C6H7BrN2O
Method: DFT, the ωB97M-V functional and the def2-TZVPD basis

The geometry in XYZ format:
```
17
Properties=species:S:1:pos:R:3:forces:R:3:lowdin_charge:R:1
C -0.929 2.189 0.983 0.1130 0.1431 2.3749 -0.222
C -0.904 1.505 -0.190 1.0564 -3.2085 -0.4446 -0.745
C -0.434 0.217 0.172 0.8200 -1.5490 -1.1892 -0.078
C 0.595 -1.495 -1.526 -0.7081 -2.1762 4.7320 -0.141
C 0.827 -0.562 -2.564 -1.6311 -1.1806 -5.1034 -0.094
C 0.071 -0.942 2.330 2.6747 -0.8395 2.4643 -0.067
N -0.573 1.402 1.994 0.2268 0.8849 2.1745 0.028
N -0.231 0.213 1.546 -1.7385 0.6491 -3.6993 -0.251
O 0.726 -2.563 -1.031 -0.3765 3.4860 -2.2303 0.177
Br -1.512 1.775 -1.939 -0.2638 0.8312 -0.0364 0.733
H -1.121 3.159 1.360 -0.5478 1.0389 -0.6236 0.091
H 1.253 -1.120 -3.493 -0.7107 0.1767 1.3403 0.132
H 1.628 0.090 -2.412 0.7322 1.5263 1.1247 0.081
H -0.152 -0.073 -3.009 2.0516 -0.7554 1.6240 0.065
H -0.034 -0.873 3.487 -0.5235 0.6313 -2.1517 0.111
H -0.421 -1.884 2.021 0.2070 0.8440 -0.2045 0.083
H 1.209 -1.038 2.271 -1.3817 -0.5022 -0.1518 0.096
```
Positions in Å, forces in eV/Å.

As for the LUMO energy (alpha / beta): -0.274 / -0.273 eV. As for the total charge: 0. Its HOMO-LUMO gap (alpha / beta) is 7.90 / 7.90 eV. The spin multiplicity is 1. Its total energy is -81400.1621 eV.

=====

[2]
Molecular formula: C10H24NO19S4V
Method: DFT, the ωB97M-V functional and the def2-TZVPD basis

The geometry in XYZ format:
```
59
Properties=species:S:1:pos:R:3:forces:R:3:lowdin_charge:R:1
O 16.838 7.527 21.716 1.3800 0.6531 0.1078 -0.276
V 17.952 8.621 21.972 -3.0683 1.7292 -2.1539 1.064
O 18.731 8.805 20.599 -0.1682 -0.4789 1.8540 -0.279
N 16.433 11.656 21.617 -0.0274 0.3122 -0.5685 -0.526
O 15.797 11.898 20.590 0.2063 -0.2054 0.3308 0.022
O 16.755 12.497 22.428 0.1942 -0.0766 -0.0137 0.068
O 16.721 10.415 21.860 0.8430 -1.7987 0.4785 -0.161
C 16.968 12.596 16.254 -0.3301 0.3447 0.8126 -0.137
C 16.827 12.791 17.799 0.7926 0.1173 -0.1990 -0.135
O 17.547 14.016 18.071 -0.0575 0.2044 0.4419 -0.211
S 17.448 14.974 16.823 -0.2640 -0.8022 -0.8337 0.580
O 18.595 15.788 16.753 0.3663 0.2554 0.1552 -0.201
O 16.146 15.530 16.696 -0.1281 0.0059 0.2824 -0.218
O 17.586 13.785 15.754 0.0774 0.3509 0.0011 -0.194
H 15.980 12.481 15.813 0.1642 -0.2282 -0.2540 0.128
H 17.660 11.784 16.060 -0.2284 -0.1145 -0.2997 0.129
H 17.388 12.017 18.312 -0.2125 -0.0193 0.2107 0.120
H 15.826 12.888 18.204 -0.1275 -0.1212 -0.2572 0.117
C 20.708 13.862 21.652 0.4671 -0.5665 0.8752 -0.143
C 19.653 13.726 20.593 -0.5572 1.4353 -0.4619 -0.177
O 20.121 12.698 19.733 0.1700 -0.9366 -0.0420 -0.192
S 21.722 12.720 19.639 -0.4092 0.3524 0.2119 0.593
O 22.129 13.421 18.482 0.0590 0.4023 -0.1603 -0.209
O 22.235 11.418 19.851 -0.1742 -0.2836 0.3636 -0.224
O 21.937 13.642 20.931 0.2778 0.1693 -0.3247 -0.191
H 20.706 13.120 22.456 -0.4875 -0.2377 -0.2760 0.132
H 20.735 14.814 22.176 0.0958 0.2752 -0.5289 0.137
H 19.588 14.639 19.989 0.2286 0.0433 0.1410 0.136
H 18.628 13.571 20.927 0.1885 -0.6648 0.1975 0.123
O 13.680 15.730 23.424 0.0188 0.1689 -0.1806 -0.261
S 13.573 14.330 23.646 0.0057 0.2882 -0.0825 0.567
O 14.577 13.639 24.388 -0.0339 -0.2984 0.1154 -0.271
O 12.160 14.152 24.375 0.0334 -0.3314 -0.3353 -0.258
C 11.933 12.899 25.054 0.1879 0.0888 1.0072 -0.273
C 10.494 12.897 25.492 -0.9209 0.7841 -0.1288 -0.070
C 13.263 13.481 22.122 -0.5901 -0.0750 0.4106 -0.099
H 12.611 12.903 25.908 0.0227 -0.3082 -0.0376 0.120
H 12.158 12.026 24.436 0.0626 0.1889 -0.2375 0.097
H 10.093 11.959 25.871 0.3674 -0.2599 -0.2466 0.078
H 9.889 13.237 24.645 -0.0852 -0.3489 -0.0065 0.084
H 10.270 13.630 26.271 0.4274 0.0619 0.0163 0.082
H 14.178 13.249 21.586 0.0743 0.1277 0.0605 0.046
H 12.559 14.082 21.551 0.1941 0.1326 -0.1095 0.078
H 12.732 12.577 22.423 0.2328 -0.2052 -0.2087 0.052
O 17.369 8.814 24.051 0.9497 -0.4616 -0.1514 -0.377
S 16.743 9.442 25.201 -1.0043 0.7404 1.3163 0.619
O 17.155 10.717 25.647 0.4716 0.1195 -0.3364 -0.209
O 15.210 9.558 24.918 0.3717 -0.0946 -0.2571 -0.221
C 14.518 8.548 24.133 -0.6080 -0.4028 -0.1070 -0.229
C 13.791 9.200 22.986 0.2797 1.1187 -0.1083 -0.041
C 16.837 8.325 26.602 0.0137 0.0600 -1.0441 -0.072
H 13.831 8.059 24.825 0.0467 0.0068 0.0076 0.126
H 15.211 7.805 23.736 0.1561 0.1159 0.1490 0.102
H 13.269 8.460 22.385 0.0590 -0.0109 -0.0535 0.095
H 14.506 9.774 22.391 0.1056 -0.5467 -0.2907 0.067
H 13.100 9.992 23.286 -0.2657 -0.4223 0.4281 0.069
H 15.959 7.686 26.564 0.1663 -0.2577 0.0229 0.073
H 16.837 8.921 27.507 0.0554 0.1259 -0.0396 0.079
H 17.770 7.788 26.448 -0.0653 -0.2215 0.3368 0.075
```
Positions in Å, forces in eV/Å.

As for the LUMO energy: -2.671 eV. As for the total charge: 0. Its HOMO-LUMO gap is 7.66 eV. The spin multiplicity is 1. Its total energy is -120172.9817 eV.

=====

[3]
Molecular formula: C48H37NNiO4P2S
Method: DFT, the ωB97M-V functional and the def2-TZVPD basis

The geometry in XYZ format:
```
94
Properties=species:S:1:pos:R:3:forces:R:3:lowdin_spin:R:1
Ni 0.154 0.718 -1.311 -0.3500 0.0609 -0.5227 1.556
O -2.132 0.150 -4.797 -0.1601 -0.0102 -0.1274 0.005
C -1.102 0.192 -4.153 0.1402 -0.0580 0.5634 0.005
O -1.022 0.155 -2.861 -0.1114 0.1135 -0.2688 0.049
C 0.223 0.289 -4.886 0.1972 0.0559 -0.0533 0.003
C 0.210 0.771 -6.189 0.0534 0.0243 -0.0479 0.000
C 1.391 0.954 -6.893 -0.0475 -0.0017 0.0089 0.004
C 2.605 0.644 -6.296 -0.0511 -0.0154 0.0446 0.000
C 2.630 0.132 -5.006 -0.0229 -0.0702 -0.0654 0.004
C 1.445 -0.062 -4.295 0.0230 0.0148 0.0657 0.008
P 1.489 -0.699 -2.585 0.0644 -0.2550 0.3113 0.041
C 3.243 -0.995 -2.220 0.0874 0.0186 0.0273 0.007
C 3.853 -0.154 -1.292 0.1248 0.0142 0.0265 0.000
C 5.191 -0.338 -0.949 -0.1263 -0.0323 -0.0734 0.000
C 5.916 -1.363 -1.534 -0.0241 -0.0474 -0.0689 0.000
C 5.312 -2.210 -2.463 0.0007 0.0648 0.0727 0.000
C 3.981 -2.029 -2.802 0.0095 -0.0182 0.0686 0.002
C 0.814 -2.398 -2.599 0.1565 0.0633 -0.0405 0.001
C 0.132 -2.944 -3.677 -0.1016 -0.0044 -0.0688 0.002
C -0.338 -4.251 -3.618 0.0282 0.0420 0.0449 0.000
C -0.120 -5.021 -2.485 -0.0073 0.0448 0.0395 0.002
C 0.561 -4.479 -1.399 -0.0539 0.0869 -0.0521 0.000
C 1.018 -3.170 -1.453 0.0362 -0.0901 -0.0166 0.002
H -0.754 1.001 -6.624 0.0248 0.0093 -0.0051 0.000
H 1.367 1.343 -7.903 -0.0102 -0.0093 0.0315 0.000
H 3.534 0.793 -6.832 -0.0262 -0.0005 0.0139 0.000
H 3.584 -0.115 -4.560 -0.0288 -0.0012 0.0202 0.000
H 3.277 0.646 -0.837 -0.0077 -0.0121 -0.0116 0.000
H 5.659 0.318 -0.225 -0.0209 -0.0115 -0.0209 0.000
H 6.956 -1.510 -1.268 -0.0194 -0.0053 -0.0083 0.000
H 5.879 -3.015 -2.914 -0.0102 0.0294 0.0126 0.000
H 3.507 -2.699 -3.512 -0.0002 0.0304 0.0143 0.000
H -0.044 -2.352 -4.567 0.0103 -0.0221 0.0102 0.000
H -0.873 -4.665 -4.464 0.0075 0.0091 0.0131 0.000
H -0.481 -6.041 -2.446 0.0141 0.0172 0.0097 0.000
H 0.733 -5.071 -0.508 -0.0024 0.0120 -0.0117 0.000
H 1.553 -2.756 -0.604 -0.0282 -0.0030 -0.0341 0.000
O -0.655 3.586 -1.808 0.1917 -0.1296 0.0255 0.012
N -0.642 2.565 -0.814 -0.0636 0.1963 0.3470 0.063
C -1.098 3.127 0.496 0.3045 -0.3690 -0.1163 0.014
C -2.183 2.384 1.227 0.1241 0.0055 0.0291 0.003
C -2.980 3.146 2.078 -0.0330 -0.0350 0.1155 0.001
C -3.867 2.558 2.966 -0.0030 0.0825 -0.0340 0.000
C -3.981 1.179 3.002 0.0191 -0.0253 -0.0356 0.001
C -3.209 0.411 2.145 0.0007 0.0025 0.0367 0.003
C -2.295 0.984 1.259 -0.1341 -0.0198 0.0044 0.008
P -1.398 -0.199 0.163 -0.1322 -0.0300 -0.0302 0.049
C -0.672 -1.414 1.306 0.1069 -0.0514 -0.0090 0.009
C 0.673 -1.229 1.636 -0.0018 -0.1165 0.0425 0.001
C 1.318 -2.114 2.492 -0.1041 0.0093 -0.0436 0.000
C 0.625 -3.201 3.009 -0.0158 0.0163 -0.0218 0.001
C -0.709 -3.401 2.672 0.0518 0.0434 -0.0204 0.000
C -1.354 -2.510 1.825 -0.0389 -0.0578 0.0287 0.003
C -2.774 -1.029 -0.701 0.0518 0.0853 0.0267 0.005
C -2.630 -2.322 -1.196 -0.0137 -0.0820 -0.0784 0.004
C -3.623 -2.884 -1.989 0.0589 0.0605 0.0470 -0.001
C -4.758 -2.153 -2.312 0.0371 0.0098 0.0176 0.005
C -4.897 -0.857 -1.838 0.0562 -0.0076 0.0347 -0.001
C -3.912 -0.299 -1.035 -0.0511 0.0402 -0.0269 0.004
H -0.329 3.136 -2.601 -0.2051 0.0820 -0.0177 0.002
H -1.325 4.188 0.417 -0.0384 0.0360 -0.1182 0.001
H -2.871 4.224 2.062 -0.0209 -0.0212 -0.0105 0.000
H -4.461 3.176 3.631 0.0584 -0.0433 -0.0651 0.000
H -4.667 0.701 3.690 0.0249 0.0024 -0.0293 0.000
H -3.321 -0.666 2.174 0.0063 0.0074 -0.0288 0.000
H 1.219 -0.389 1.217 -0.0112 0.0150 -0.0140 -0.001
H 2.359 -1.958 2.745 -0.0262 -0.0005 -0.0075 0.000
H 1.125 -3.899 3.668 -0.0062 0.0163 -0.0088 0.000
H -1.249 -4.253 3.065 0.0172 0.0101 0.0002 0.000
H -2.387 -2.685 1.550 0.0175 -0.0039 0.0103 0.000
H -1.736 -2.895 -0.983 0.0360 -0.0131 0.0074 0.000
H -3.495 -3.891 -2.367 0.0040 0.0178 0.0091 0.000
H -5.525 -2.585 -2.943 0.0381 0.0068 0.0223 0.000
H -5.768 -0.270 -2.104 0.0372 -0.0228 0.0185 0.000
H -4.028 0.720 -0.690 0.0122 -0.0069 0.0206 0.000
C -0.069 3.933 8.884 0.1110 -0.0297 -0.0624 0.000
C -0.030 3.588 7.412 -0.0085 0.0835 0.3025 0.000
O -1.012 3.492 6.733 0.1226 -0.0385 -0.1604 0.000
S 1.656 3.372 6.824 -0.0585 -0.0085 0.2145 0.000
C 1.367 3.128 5.108 -0.0857 0.1073 -0.4139 0.000
C 0.754 1.968 4.653 0.0192 -0.0751 0.0268 0.000
C 0.460 1.820 3.308 -0.0579 -0.1042 0.0289 0.001
C 0.784 2.818 2.392 -0.2046 0.1319 -0.1310 0.005
C 1.424 3.966 2.851 0.0956 0.0182 0.0794 0.001
C 1.714 4.125 4.199 0.0257 -0.0736 -0.0292 0.000
C 0.298 2.768 0.998 -0.1149 0.1753 0.5670 0.042
C 0.714 2.281 -0.175 0.1252 -0.0175 -0.5471 0.071
H -1.036 3.647 9.288 -0.0302 -0.0063 0.0199 0.000
H 0.059 5.011 8.989 -0.0190 0.0095 -0.0094 0.000
H 0.737 3.444 9.432 -0.0228 0.0038 -0.0175 0.000
H 0.483 1.190 5.356 0.0114 0.0331 -0.0135 0.000
H -0.044 0.924 2.967 0.0008 0.0529 0.0497 0.000
H 1.676 4.747 2.142 -0.0139 -0.0039 0.0495 0.000
H 2.194 5.030 4.549 -0.0183 -0.0111 0.0174 0.000
```
Positions in Å, forces in eV/Å.

As for the LUMO energy (alpha / beta): 0.479 / -0.279 eV. As for the total charge: 0. Its HOMO-LUMO gap (alpha / beta) is 8.24 / 8.01 eV. As for the expectation value of S²: 2.01. The spin multiplicity is 3. Its total energy is -130510.5919 eV.